ORCA calculation (ωB97M-V/def2-TZVPD) on a molecular structure, C26H28BrIrN4O4SSi.

```
66
Properties=species:S:1:pos:R:3:nbo_charge:R:1
Ir 0.055 -0.146 -0.252 1.338
Br 4.855 -5.528 1.134 0.037
C 3.334 -4.415 0.953 -0.158
C 2.093 -5.017 0.731 -0.156
C 0.988 -4.221 0.592 -0.289
C 1.049 -2.805 0.694 0.439
O -0.037 -2.148 0.615 -0.653
C 2.351 -2.210 0.931 -0.179
C 2.577 -0.822 1.058 0.246
N 1.664 0.116 0.911 -0.573
C 1.873 1.424 1.236 0.255
C 3.074 1.996 1.679 -0.237
C 3.136 3.345 1.971 -0.178
C 2.031 4.165 1.835 -0.223
C 0.801 3.633 1.414 -0.013
C -0.374 4.395 1.264 -0.110
C -1.546 3.761 0.894 -0.267
C -1.552 2.395 0.674 0.101
N -0.443 1.650 0.773 -0.403
C 0.722 2.248 1.120 0.105
C 3.468 -3.052 1.046 -0.148
H 2.014 -6.091 0.666 0.228
H 0.023 -4.656 0.392 0.224
H 3.596 -0.530 1.292 0.198
H 3.971 1.403 1.735 0.222
H 4.075 3.771 2.286 0.223
H 2.094 5.220 2.045 0.217
H -0.336 5.456 1.455 0.223
H -2.462 4.321 0.804 0.235
H -2.458 1.868 0.407 0.231
H 4.443 -2.605 1.171 0.224
C 0.517 3.486 -2.592 -0.642
C -0.342 2.345 -3.021 0.281
C -0.799 2.208 -4.336 -0.327
C -1.599 1.117 -4.651 -0.135
C -1.943 0.206 -3.671 -0.328
C -1.455 0.413 -2.367 0.408
N -0.681 1.481 -2.092 -0.519
N -1.610 -0.384 -1.300 -1.051
Si -2.772 -1.678 -1.056 1.773
C -3.022 -1.838 0.834 -1.105
C -4.496 -1.196 -1.749 -1.109
C -2.011 -3.194 -1.944 -1.122
H 0.116 4.432 -2.950 0.216
H 1.520 3.360 -2.992 0.240
H 0.586 3.488 -1.509 0.216
H -0.536 2.948 -5.078 0.214
H -1.944 0.983 -5.669 0.214
H -2.515 -0.676 -3.898 0.219
H -2.637 -0.958 1.342 0.234
H -2.477 -2.685 1.234 0.248
H -4.069 -1.956 1.098 0.228
H -4.990 -0.489 -1.089 0.230
H -5.129 -2.076 -1.805 0.234
H -4.469 -0.748 -2.735 0.232
H -0.969 -2.970 -2.161 0.256
H -2.510 -3.442 -2.876 0.230
H -2.045 -4.071 -1.306 0.231
C 2.744 -0.815 -3.732 -0.867
S 2.410 -0.562 -1.972 2.396
O 3.615 -0.995 -1.302 -0.986
O 2.061 0.835 -1.757 -1.012
O 1.229 -1.434 -1.723 -0.971
H 3.482 -0.086 -4.033 0.238
H 1.825 -0.718 -4.294 0.237
H 3.135 -1.820 -3.802 0.240
```

Its frontier orbital gap is 6.101 eV. Its net charge is 0. The highest occupied orbital energy is -7.309 eV.

ORCA calculation (ωB97M-V/def2-TZVPD) on 2 unconnected molecules or ions with the total composition CH5BrOSi.

```
9
Properties=species:S:1:pos:R:3:nbo_charge:R:1
C 1.109 1.965 0.678 -0.178
O -0.774 1.129 0.581 -1.044
Si -0.819 -0.167 -0.358 1.238
Br 2.391 0.786 1.104 0.212
H 0.807 2.694 1.366 0.219
H 1.020 2.254 -0.348 0.221
H -2.121 -0.809 -0.346 -0.200
H 0.221 -1.136 0.216 -0.230
H -0.524 0.465 -1.635 -0.237
```

The relative energy (zero: lowest compared OMol25 entry of this formula, charge and spin) is 248.35 kJ/mol. Its frontier orbital gap is 9.194 eV. Its net charge is 0. The highest occupied orbital energy is -9.854 eV.

ORCA calculation (ωB97M-V/def2-TZVPD) on C6H9F2NO in the gas phase.

```
19
Properties=species:S:1:pos:R:3:nbo_charge:R:1
C -2.592 -0.589 -2.187 -0.628
C -1.703 -0.366 -1.270 0.475
N -0.919 0.059 -0.412 -0.492
C 0.118 -0.663 0.282 -0.121
C 1.310 -1.148 -0.550 -0.616
C 0.537 0.160 1.553 0.678
F 1.504 -0.505 2.301 -0.359
F -0.445 0.242 2.510 -0.341
C 1.012 1.625 1.155 -0.113
O -0.091 2.387 0.813 -0.690
H -3.520 -0.965 -2.079 0.241
H -2.580 -0.197 -3.223 0.254
H -0.215 -1.628 0.862 0.218
H 1.297 -0.601 -1.426 0.212
H 1.210 -2.139 -0.727 0.219
H 2.265 -1.058 0.010 0.234
H 1.694 1.517 0.390 0.156
H 1.534 1.963 1.952 0.189
H -0.418 1.906 0.046 0.484
```

The relative energy (zero: lowest compared OMol25 entry of this formula, charge and spin) is 208.22 kJ/mol. Its frontier orbital gap is 9.925 eV. As for the structure (SMILES): C=C=N[C@@H](C)C(F)(F)CO. Its net charge is 0. The highest occupied orbital energy is -9.452 eV.

ORCA calculation (ωB97M-V/def2-TZVPD) on 4 unconnected molecules or ions with the total composition C23H45B3BrN3O5.

```
80
Properties=species:S:1:pos:R:3:mulliken_charge:R:1
C 6.167 5.651 -1.084 -1.359
C 5.965 4.233 -1.663 0.233
C 5.510 4.266 -3.123 -0.656
C 5.792 2.968 -3.923 -0.550
B 5.595 1.683 -3.048 0.508
O 6.676 1.193 -2.314 -0.360
B 6.632 -0.181 -2.137 0.325
C 7.872 -1.089 -2.432 -0.961
C 9.132 -0.328 -2.853 0.380
C 10.249 -0.403 -1.826 -1.499
Br 9.839 -1.074 -4.541 -0.180
O 5.436 -0.719 -1.689 -0.543
B 4.301 -0.063 -2.117 0.673
O 3.068 -0.516 -1.716 -0.423
C 2.581 0.049 -0.507 -0.319
C 1.079 -0.048 -0.460 -0.690
O 0.499 0.856 -1.384 -0.345
C -0.437 0.269 -2.265 0.055
C -1.221 1.363 -2.964 -1.295
O 4.379 1.033 -2.963 -0.433
H 6.513 6.337 -1.855 0.330
H 5.271 6.027 -0.599 0.320
H 6.947 5.622 -0.321 0.363
H 6.893 3.682 -1.541 0.118
H 5.168 3.772 -1.077 0.039
H 6.002 5.097 -3.629 0.397
H 4.438 4.461 -3.171 0.271
H 6.821 2.995 -4.288 0.270
H 5.155 2.931 -4.807 0.298
H 7.626 -1.837 -3.183 0.496
H 8.076 -1.655 -1.517 0.345
H 8.933 0.714 -3.074 0.249
H 9.943 0.089 -0.902 0.359
H 11.137 0.104 -2.202 0.435
H 10.527 -1.437 -1.631 0.394
H 2.856 1.103 -0.392 0.191
H 2.992 -0.495 0.350 0.341
H 0.730 0.209 0.545 0.341
H 0.771 -1.073 -0.679 0.386
H -1.133 -0.378 -1.718 0.282
H 0.076 -0.346 -3.012 0.229
H -2.186 0.995 -3.313 0.285
H -1.408 2.193 -2.284 0.321
H -0.695 1.742 -3.839 0.368
C -5.930 2.815 -0.436 -1.288
C -5.498 1.405 -0.049 -0.269
C -4.378 0.859 -0.938 -0.015
C -4.791 0.778 -2.341 0.061
N -5.123 0.711 -3.437 -0.494
H -6.341 2.844 -1.446 0.362
H -6.700 3.179 0.243 0.373
H -5.087 3.507 -0.391 0.312
H -6.361 0.737 -0.097 0.366
H -5.144 1.403 0.981 0.120
H -4.088 -0.141 -0.613 0.264
H -3.495 1.497 -0.875 0.198
C -5.733 -0.526 4.632 -1.146
C -4.907 -1.667 4.057 -0.159
C -3.415 -1.331 3.940 -0.525
C -3.194 -0.189 3.052 0.272
N -3.021 0.700 2.348 -0.462
H -5.692 0.358 3.992 0.336
H -6.773 -0.821 4.727 0.343
H -5.373 -0.245 5.623 0.300
H -5.293 -1.938 3.071 0.259
H -5.017 -2.546 4.693 0.166
H -2.859 -2.180 3.543 0.308
H -3.001 -1.088 4.919 0.330
C -6.660 -6.527 4.533 -1.113
C -8.174 -6.375 4.606 -0.406
C -8.662 -5.020 4.082 -0.395
C -8.103 -3.915 4.863 0.235
N -7.665 -3.060 5.490 -0.438
H -6.156 -5.787 5.157 0.323
H -6.356 -7.513 4.885 0.327
H -6.301 -6.410 3.509 0.301
H -8.506 -6.504 5.637 0.297
H -8.649 -7.162 4.018 0.305
H -9.749 -4.955 4.134 0.300
H -8.369 -4.885 3.040 0.265
```

Its frontier orbital gap is 9.998 eV. As for the structure (SMILES): CCCCB1OB(C[C@@H](C)Br)OB(OCCOCC)O1.CCCC#N.CCCC#N.CCCC#N. Its net charge is 0. The highest occupied orbital energy is -9.571 eV.

Question: What is the formula in the third record?
Answer: C6H9F2NO